Here is an isolated ion of composition C33H52N2P and charge +1 in a non-equilibrium geometry from the Open Molecules 2025 dataset. Energies are from the ωB97M-V functional and the def2-TZVPD basis.

CARTESIAN COORDINATES (ANGSTROEM)
C  3.9365  -0.8704  4.1166
C  2.6725  -0.5691  3.3331
C  2.4519  -1.6368  2.2982
C  1.3676  -1.2628  1.2860
P  -0.4503  -0.8941  1.1344
C  -1.9272  0.1219  1.5484
C  -2.1334  1.4475  2.2594
C  -2.6933  1.3957  3.6641
C  -3.1812  2.7830  4.0483
C  -0.9842  -2.5067  2.0474
C  -1.9884  -2.6194  3.2451
C  -2.5133  -4.0368  3.5974
C  -3.2579  -4.7545  2.4923
H  4.0978  -0.1112  4.8870
H  3.8722  -1.8500  4.6087
H  4.8168  -0.8725  3.4581
H  1.8103  -0.5411  3.9916
H  2.7486  0.4031  2.8384
H  3.3656  -1.7238  1.6786
H  2.2981  -2.6443  2.7069
H  1.7809  -0.3463  0.8595
H  1.4644  -2.0462  0.5159
H  -2.1312  0.4814  0.5311
H  -2.7983  -0.5377  1.7113
H  -1.1972  2.0146  2.1740
H  -2.8621  1.9775  1.6167
H  -3.5073  0.6648  3.7370
H  -1.8930  1.0689  4.3261
H  -3.5936  2.7794  5.0576
H  -2.3641  3.5097  4.0221
H  -3.9669  3.1343  3.3707
H  -1.3792  -3.1395  1.2474
H  -0.0606  -3.0231  2.3795
H  -1.5064  -2.2330  4.1613
H  -2.8432  -1.9628  3.0485
H  -1.6857  -4.6578  3.9553
H  -3.1831  -3.9291  4.4564
H  -3.5838  -5.7397  2.8254
H  -4.1489  -4.2055  2.1885
H  -2.6267  -4.8941  1.6203
C  -4.1347  5.6957  -3.6443
C  -4.6362  5.6471  -2.2023
C  -4.3226  4.2336  -1.6964
N  -3.4354  3.6600  -2.6696
C  -2.8884  2.4113  -2.5366
C  -3.4843  1.4344  -1.7125
C  -2.7884  0.2642  -1.3861
C  -1.3823  0.1962  -1.5443
C  -0.5215  -0.8189  -0.6559
C  0.8667  -0.8747  -1.3882
C  1.7622  0.2227  -1.4218
C  3.1274  0.0133  -1.7004
C  3.5305  -1.2385  -2.2325
N  4.8693  -1.5061  -2.3868
C  5.3683  -2.4181  -3.3779
C  6.8910  -2.2054  -3.4011
C  7.2265  -1.4635  -2.1068
C  5.9023  -0.8953  -1.5942
C  2.5504  -2.2154  -2.5061
C  1.2474  -2.0309  -2.0575
C  -0.8977  1.0202  -2.5824
C  -1.6269  2.1047  -3.0795
C  -3.1577  4.5238  -3.7841
H  -4.9646  5.5459  -4.3446
H  -3.6438  6.6347  -3.9020
H  -4.0986  6.3869  -1.6032
H  -5.7050  5.8762  -2.1368
H  -3.8816  4.2780  -0.6851
H  -5.2518  3.6525  -1.6044
H  -4.4732  1.6142  -1.3024
H  -3.3455  -0.5412  -0.8946
H  -1.0222  -1.8388  -0.6948
H  1.4439  1.2350  -1.1571
H  3.8634  0.8050  -1.5266
H  5.1342  -3.4592  -3.1150
H  4.9143  -2.2279  -4.3596
H  7.4210  -3.1581  -3.4850
H  7.1565  -1.5868  -4.2702
H  7.6373  -2.1598  -1.3684
H  7.9629  -0.6682  -2.2613
H  5.8819  0.1978  -1.6972
H  5.7780  -1.1062  -0.5194
H  2.8515  -3.1606  -2.9758
H  0.5176  -2.8417  -2.1818
H  0.0886  0.9113  -3.0364
H  -1.1599  2.8262  -3.7672
H  -3.2808  3.9818  -4.7304
H  -2.1127  4.8689  -3.7580

total charge = +1
gap between HOMO and LUMO = 0.2520 Eh
E = -1739.15877 hartree

Here is a 13-piece molecular cluster, C33H52O33 overall in a non-equilibrium geometry from the Open Molecules 2025 dataset. Energies are from the ωB97M-V functional and the def2-TZVPD basis.

CARTESIAN COORDINATES (ANGSTROEM)
C  -2.2866  1.8330  -4.6975
O  -0.9785  1.9037  -5.3573
H  -2.0534  1.5541  -3.6699
H  -2.8126  2.7874  -4.6712
H  -2.9468  1.0415  -5.0521
H  -1.1050  1.8137  -6.3047
C  2.8982  -2.2033  -2.5729
O  3.4289  -2.1725  -1.2277
H  1.9928  -1.6034  -2.6642
H  3.6433  -1.7985  -3.2578
H  2.6413  -3.2150  -2.8867
H  2.9400  -2.7371  -0.6246
C  4.6039  1.3040  -3.2395
O  4.8627  1.7207  -4.5963
H  3.5952  0.9194  -3.0889
H  5.2977  0.5266  -2.9194
H  4.7128  2.1465  -2.5565
H  5.8128  1.8302  -4.6794
C  1.2592  -5.8262  2.8179
C  0.1926  -4.7288  3.1275
O  0.4877  -3.7047  2.2169
C  1.3910  -4.1158  1.3204
O  1.8838  -3.4478  0.4602
O  1.7667  -5.3400  1.5694
H  0.7180  -6.7546  2.6356
H  1.9160  -6.0983  3.6442
H  0.3004  -4.4338  4.1713
H  -0.7509  -5.2433  2.9450
C  3.3954  5.0427  -1.2435
C  4.0303  6.3409  -1.8435
O  4.6294  6.8844  -0.6542
C  4.1693  6.3121  0.4358
O  4.3251  6.7298  1.5892
O  3.4107  5.2534  0.1200
H  3.8155  4.1156  -1.6333
H  2.3566  5.0204  -1.5729
H  3.3575  7.0299  -2.3541
H  4.8119  6.1719  -2.5842
C  -0.8425  -1.2509  -3.9407
C  -0.4745  -1.8588  -5.2302
O  -0.2720  -3.1709  -4.9343
C  -0.5389  -3.4651  -3.6670
O  -0.4254  -4.6007  -3.1845
O  -0.8681  -2.3241  -3.0196
H  -1.8567  -0.8597  -4.0212
H  -0.1505  -0.4719  -3.6206
H  0.4870  -1.4385  -5.5251
H  -1.2885  -1.8161  -5.9538
C  -5.7179  -1.9603  -2.7138
C  -4.3204  -1.3588  -2.5882
O  -4.4531  -0.7439  -1.3508
C  -5.5851  -1.0359  -0.7374
O  -5.7620  -0.8746  0.4731
O  -6.3716  -1.6562  -1.5437
H  -5.6754  -3.0329  -2.9027
H  -6.2068  -1.5230  -3.5843
H  -4.0642  -0.6839  -3.4049
H  -3.5752  -2.1143  -2.3392
C  2.4080  0.8744  4.8366
C  1.8558  0.5901  3.4275
O  1.5064  -0.7917  3.5658
C  1.5424  -1.1628  4.9525
O  1.0926  -2.2508  5.3974
O  2.1264  -0.2168  5.6230
H  1.8468  1.7060  5.2629
H  3.4746  1.0979  4.8598
H  2.7431  0.7338  2.8110
H  1.0215  1.1598  3.0183
C  0.2186  -0.5546  -0.2651
C  -1.0832  0.2101  -0.5179
O  -0.6422  1.4884  -1.0740
C  0.7228  1.5421  -1.1724
O  1.4041  2.4169  -1.7518
O  1.2168  0.4480  -0.5458
H  0.4300  -1.4281  -0.8819
H  0.4273  -0.8207  0.7711
H  -1.5175  0.4877  0.4425
H  -1.8349  -0.3023  -1.1183
C  -3.0547  -2.0082  1.9276
C  -2.9704  -3.3405  2.6593
O  -2.9598  -4.2131  1.5785
C  -2.6622  -3.5560  0.4495
O  -2.3620  -4.1688  -0.5989
O  -2.6730  -2.3036  0.6217
H  -2.2464  -1.3951  2.3264
H  -4.0493  -1.5637  1.9640
H  -3.8469  -3.4599  3.2961
H  -2.0902  -3.4100  3.2984
C  -1.9171  -0.6333  6.0010
C  -1.2882  0.7330  6.2319
O  -1.1485  1.3692  4.9623
C  -1.5337  0.5569  4.0495
O  -1.5237  0.8775  2.8736
O  -1.9746  -0.6178  4.5913
H  -2.9088  -0.7040  6.4479
H  -1.2787  -1.4850  6.2361
H  -0.2973  0.5348  6.6405
H  -1.7432  1.3326  7.0203
C  -4.0621  2.4754  -0.3512
C  -5.5415  2.8213  0.1110
O  -6.2469  2.7224  -1.1048
C  -5.4272  2.3546  -2.1353
O  -5.8980  2.0986  -3.2977
O  -4.1636  2.3402  -1.7480
H  -3.8106  1.5004  0.0662
H  -3.2959  3.2351  -0.1968
H  -5.5516  3.8616  0.4362
H  -5.8815  2.1634  0.9108
C  4.9444  0.9542  0.5874
C  5.3637  2.3102  0.1955
O  5.3709  3.0035  1.3760
C  5.2012  2.2184  2.4147
O  5.0939  2.5413  3.5981
O  5.1403  1.0085  1.9916
H  5.7023  0.2319  0.2841
H  4.0006  0.6698  0.1220
H  4.5664  2.6274  -0.4766
H  6.3138  2.4719  -0.3138

total charge = 0
gap between HOMO and LUMO = 0.3658 Eh
ΔE to the lowest compared entry with this formula, charge and spin = 105.2 kcal/mol
E = -3771.49720 hartree

Here is C33H53BrN9OS2Sc as an isolated structure from the Open Molecules 2025 dataset. Energies are from the ωB97M-V functional and the def2-TZVPD basis.

CARTESIAN COORDINATES (ANGSTROEM)
Sc  1.3389  1.1779  0.7287
C  4.7211  0.8548  0.2801
C  4.0111  -0.2923  -0.4193
N  2.8424  -0.7079  0.3772
C  3.2359  -1.4388  1.6051
C  2.4314  -0.9516  2.7966
N  2.3388  0.5240  2.7530
C  3.6190  1.1942  3.1068
C  3.9653  2.3078  2.1295
N  3.7341  1.8543  0.7449
H  5.4498  1.3067  -0.3946
H  5.2891  0.4874  1.1342
H  4.7082  -1.1200  -0.5814
H  3.6540  0.0244  -1.3988
H  2.2812  -1.3306  -0.1950
H  4.2989  -1.2804  1.7849
H  3.1032  -2.5141  1.4823
H  2.8895  -1.2971  3.7277
H  1.4130  -1.3362  2.7551
H  1.6634  0.7831  3.4577
H  4.4108  0.4459  3.1174
H  3.5718  1.6025  4.1172
H  5.0010  2.6217  2.2913
H  3.3298  3.1765  2.3058
H  3.7964  2.6677  0.1457
C  -6.4230  -0.3771  1.5325
C  -5.7172  -1.1383  0.4014
C  -6.0793  -2.6198  0.5132
C  -6.2132  -0.6160  -0.9543
C  -4.2128  -0.9060  0.5078
C  -3.6994  0.3830  0.4372
C  -2.3446  0.5849  0.5676
Br  -1.7608  2.3981  0.5066
C  -1.3989  -0.4374  0.7633
O  -0.1005  -0.1180  0.9761
C  -1.9075  -1.7533  0.7829
C  -3.2908  -1.9272  0.6779
C  -1.0712  -3.0273  1.0091
C  -1.7587  -4.2708  0.4227
C  0.3083  -2.9657  0.3541
C  -0.8934  -3.2231  2.5217
H  -7.5012  -0.5298  1.4691
H  -6.2355  0.6962  1.4782
H  -6.0851  -0.7337  2.5072
H  -7.1608  -2.7310  0.4351
H  -5.7739  -3.0400  1.4734
H  -5.6291  -3.2092  -0.2881
H  -7.2894  -0.7692  -1.0431
H  -5.7254  -1.1482  -1.7737
H  -6.0187  0.4508  -1.0744
H  -4.3475  1.2374  0.2963
H  -3.6707  -2.9332  0.7355
H  -1.9972  -4.1269  -0.6335
H  -2.6728  -4.5506  0.9420
H  -1.0814  -5.1218  0.5066
H  0.2269  -2.7524  -0.7157
H  0.8105  -3.9283  0.4694
H  0.9072  -2.1982  0.8233
H  -1.8615  -3.3189  3.0144
H  -0.3773  -2.3676  2.9662
H  -0.3120  -4.1236  2.7303
C  -0.4502  1.3728  4.0070
C  0.0287  2.6623  3.4154
N  0.6801  2.8072  2.2817
C  0.7891  4.1407  1.9353
C  0.2947  5.0056  2.8543
S  -0.3874  4.1444  4.1542
C  1.2815  4.4561  0.5961
C  1.4141  5.6861  0.0419
S  1.9532  5.5427  -1.5644
C  1.9786  3.8406  -1.4251
N  1.5987  3.4022  -0.2452
C  2.4383  3.0172  -2.5828
H  -0.4842  0.5922  3.2465
H  -1.4614  1.5052  4.3904
H  0.1620  1.0490  4.8532
H  0.2599  6.0815  2.8110
H  1.2197  6.6466  0.4892
H  3.1097  3.5949  -3.2156
H  1.5847  2.7103  -3.1883
H  2.9567  2.1213  -2.2462
C  -0.0179  -0.3609  -6.0546
C  0.8421  -1.4269  -5.3838
C  2.3020  -0.9929  -5.2870
C  0.2822  -1.8449  -4.0207
N  0.3207  -0.7565  -3.0382
C  -0.5496  0.2428  -2.8279
N  -0.0684  1.0220  -1.8903
N  1.0952  0.4655  -1.5343
N  1.3414  -0.6008  -2.2116
H  0.3348  -0.1745  -7.0680
H  0.0362  0.5921  -5.5206
H  -1.0637  -0.6671  -6.1193
H  0.7953  -2.3373  -5.9876
H  2.4007  -0.0542  -4.7345
H  2.7091  -0.8264  -6.2834
H  2.9167  -1.7478  -4.7945
H  0.8635  -2.6615  -3.5968
H  -0.7578  -2.1579  -4.1059
H  -1.4895  0.3605  -3.3398

total charge = +2
gap between HOMO and LUMO = 0.2848 Eh
ΔE to the lowest compared entry with this formula, charge and spin = 0.0 kcal/mol
E = -5988.17043 hartree

Here is a 5-piece molecular cluster, C33H53F12N3O14P overall in a non-equilibrium geometry from the Open Molecules 2025 dataset. Energies are from the ωB97M-V functional and the def2-TZVPD basis.

CARTESIAN COORDINATES (ANGSTROEM)
C  -4.1515  2.5842  3.0036
C  -5.2880  2.2238  2.0004
O  -5.1902  0.9058  1.4503
C  -4.2034  0.8072  0.5089
O  -4.2916  1.4000  -0.4886
C  -3.0125  -0.0662  0.8314
C  -2.8331  -1.0764  -0.3305
C  -1.4578  -1.8042  -0.2471
N  -0.6716  -1.4642  -1.4743
C  0.1999  -0.3073  -1.1320
C  1.0396  0.0461  -2.3571
C  1.7808  -1.1751  -2.9230
P  1.5892  -1.4137  -4.7928
O  0.1872  -0.6557  -5.2507
O  2.8272  -0.5797  -5.5121
N  1.4005  -2.4371  -2.2903
C  0.0561  -2.5172  -1.9389
N  -0.5101  -3.6647  -2.1100
C  0.2035  -4.8510  -2.6043
C  -0.5785  -6.1576  -2.2899
C  0.4438  -7.2276  -1.8796
C  -0.1107  -8.6540  -1.9772
C  0.0825  -9.2370  -3.3937
O  -0.8179  -10.3238  -3.5304
C  -0.3169  -11.3900  -4.2316
C  0.9996  -12.0486  -3.8625
O  -0.9438  -11.8211  -5.0998
H  -4.4966  2.5766  4.0356
H  -3.7537  3.5763  2.7984
H  -3.3466  1.8506  2.9144
H  -6.2268  2.2721  2.5426
H  -5.3252  2.9809  1.2177
H  -2.1098  0.5440  0.8973
H  -3.1905  -0.5793  1.7755
H  -2.9591  -0.5325  -1.2629
H  -3.6202  -1.8222  -0.2093
H  -1.6700  -2.8646  -0.1364
H  -0.9416  -1.4769  0.6555
H  0.8496  -0.5604  -0.2924
H  -0.4070  0.5583  -0.8784
H  0.4174  0.5526  -3.0956
H  1.7689  0.7870  -2.0237
H  2.8425  -1.0157  -2.7244
H  0.4496  0.1157  -5.7845
H  3.2981  -0.0585  -4.8436
H  2.0013  -2.6580  -1.5000
H  -1.4953  -3.7451  -1.8965
H  1.1484  -4.9465  -2.0813
H  0.3777  -4.7870  -3.6761
H  -1.3207  -6.0018  -1.5067
H  -1.0514  -6.4973  -3.2107
H  1.3150  -7.1629  -2.5403
H  0.7835  -7.0482  -0.8559
H  0.4620  -9.2995  -1.3098
H  -1.1701  -8.7400  -1.7352
H  1.1360  -9.5219  -3.4713
H  -0.0920  -8.4570  -4.1425
H  1.3452  -11.6402  -2.9082
H  1.7466  -11.7484  -4.5957
H  0.8970  -13.1233  -3.8158
C  5.3984  -5.7100  2.6179
C  4.1838  -6.1157  1.8118
O  3.0902  -5.1915  2.0215
C  3.1191  -4.0783  1.3150
O  3.9565  -3.7572  0.5199
C  1.8717  -3.2390  1.6172
F  1.6024  -3.1697  2.9216
F  0.7837  -3.7602  1.0030
F  1.9997  -1.9783  1.1704
H  5.1407  -5.6105  3.6727
H  6.1871  -6.4541  2.5164
H  5.7875  -4.7469  2.2874
H  3.8229  -7.0875  2.1419
H  4.4133  -6.1973  0.7497
C  -1.6148  4.0277  0.2602
C  -2.1199  5.2212  -0.5227
O  -1.9657  6.4323  0.2342
C  -0.7546  6.9845  0.2059
O  0.1954  6.5569  -0.3801
C  -0.7603  8.2921  1.0095
F  -1.3945  8.1577  2.1855
F  -1.3855  9.2714  0.3249
F  0.4757  8.7155  1.2783
H  -2.1046  3.9738  1.2331
H  -1.8035  3.0971  -0.2779
H  -0.5427  4.1138  0.4426
H  -3.1858  5.1169  -0.7173
H  -1.6227  5.3074  -1.4882
C  1.2385  -0.8105  4.9694
C  0.9925  0.0407  6.1977
O  1.7619  -0.4362  7.3116
C  3.0347  -0.0432  7.3507
O  3.5744  0.6544  6.5439
C  3.7087  -0.5863  8.6188
F  3.4044  -1.8793  8.8237
F  3.3062  0.1038  9.6986
F  5.0367  -0.4884  8.5405
H  1.0433  -1.8613  5.1865
H  0.5934  -0.4938  4.1486
H  2.2762  -0.7357  4.6427
H  -0.0514  -0.0283  6.4987
H  1.2069  1.0920  6.0074
C  -0.4908  12.0274  -0.6610
C  -1.8613  12.5178  -1.0757
O  -1.7736  13.7718  -1.7755
C  -1.4674  13.6985  -3.0672
O  -1.2585  12.6942  -3.6824
C  -1.4629  15.1060  -3.6806
F  -0.8221  15.9871  -2.8953
F  -2.7209  15.5516  -3.8499
F  -0.8634  15.1142  -4.8733
H  0.0273  12.7888  -0.0759
H  -0.5735  11.1231  -0.0662
H  0.1305  11.8130  -1.5312
H  -2.4726  12.7055  -0.1947
H  -2.3854  11.7795  -1.6825

total charge = +1
gap between HOMO and LUMO = 0.3119 Eh
E = -4046.46062 hartree

> What is the gap between HOMO and LUMO in the fourth record?

0.3119 Eh

> E of number 4 (C33H53F12N3O14P)?

-4046.46062 hartree